Computed, not measured: a molecular structure, C4H9MgO4Yb in a non-equilibrium geometry, with ωB97M-V/def2-TZVPD.

Results
- Molecular weight: 318.46 g mol⁻¹
- HOMO (alpha / beta): -5.22 / -6.89 eV
- E_LUMO (alpha / beta): -0.20 / -0.59 eV
- Gap between HOMO and LUMO (alpha / beta): 5.02 / 6.29 eV

```
! wB97M-V def2-TZVPD RIJCOSX def2/J DEFGRID3
* xyz 0 2
O 1.32 1.40 -0.64
Yb 2.93 0.56 0.74
O 0.94 -0.75 0.69
C 0.44 -1.89 0.10
O -0.95 -1.81 -0.16
C -1.35 -0.74 -1.06
C -2.65 -0.20 -0.55
O -2.34 0.78 0.49
C -3.43 1.36 1.17
Mg -0.31 0.79 0.24
H 0.63 -2.74 0.78
H 0.91 -2.09 -0.88
H -1.48 -1.14 -2.07
H 1.34 1.29 -1.71
H -3.30 -0.95 -0.08
H -3.21 0.33 -1.34
H -3.03 2.11 1.87
H -4.10 1.86 0.45
H -3.98 0.59 1.73
*
```

Computed, not measured: 2 unconnected molecules or ions with the total composition CH5N3O3S in a non-equilibrium geometry, with ωB97M-V/def2-TZVPD.

Results
- Molecular weight: 139.14 g mol⁻¹
- HOMO: -10.09 eV
- E_LUMO: 0.14 eV
- SMILES: N=S(=O)(O)O.N=C=N
- Gap between HOMO and LUMO: 10.23 eV

```
! wB97M-V def2-TZVPD RIJCOSX def2/J DEFGRID3
* xyz 0 1
N 1.19 0.13 0.32
S -0.08 0.16 1.19
O -0.94 1.28 0.94
O 0.27 -0.04 2.71
O -0.99 -1.19 1.10
H 1.63 -0.75 0.49
H 0.77 0.56 3.26
H -1.61 -1.31 0.41
N -1.16 -0.41 -2.07
C -0.18 0.32 -2.22
N 0.68 1.13 -2.44
H -0.89 -1.42 -1.99
H 1.32 1.53 -1.70
*
```

Computed, not measured: a single C28H33F3N4O4S molecule in a non-equilibrium geometry, with ωB97M-V/def2-TZVPD.

Results
- Molecular weight: 578.66 g mol⁻¹
- HOMO: -7.73 eV
- E_LUMO: 0.52 eV
- SMILES: CC(=O)N1c2ccc(S(=O)(=O)N3CCC(C(=O)N4CCN(c5cccc(C(F)(F)F)c5)CC4)CC3)cc2C[C@H]1C
- Gap between HOMO and LUMO: 8.26 eV

```
! wB97M-V def2-TZVPD RIJCOSX def2/J DEFGRID3
* xyz 0 1
C -7.54 -2.95 1.24
C -6.09 -2.54 1.11
O -5.23 -2.99 1.84
N -5.82 -1.60 0.15
C -4.58 -0.99 -0.03
C -3.35 -1.33 0.50
C -2.25 -0.55 0.14
C -2.40 0.53 -0.70
S -1.00 1.51 -1.18
O 0.22 0.78 -0.93
O -1.17 1.95 -2.54
N -1.17 2.90 -0.25
C -1.47 2.77 1.16
C -0.31 3.20 2.06
C 1.04 2.76 1.48
C 1.10 1.22 1.53
O 0.17 0.57 1.95
N 2.29 0.63 1.26
C 3.48 1.22 0.69
C 3.65 0.69 -0.75
N 3.76 -0.75 -0.74
C 4.97 -1.38 -0.59
C 5.07 -2.78 -0.68
C 6.28 -3.43 -0.59
C 7.46 -2.72 -0.41
C 7.38 -1.34 -0.32
C 8.60 -0.51 -0.12
F 8.53 0.23 1.02
F 9.73 -1.21 -0.03
F 8.79 0.39 -1.11
C 6.16 -0.68 -0.41
C 2.54 -1.32 -0.19
C 2.35 -0.82 1.25
C 1.22 3.38 0.07
C -0.11 3.85 -0.53
C -3.64 0.89 -1.23
C -4.73 0.12 -0.89
C -6.17 0.27 -1.27
C -6.77 -1.08 -0.84
C -6.85 -2.03 -2.03
H -7.60 -3.71 2.02
H -8.15 -2.10 1.54
H -7.93 -3.36 0.32
H -3.25 -2.17 1.16
H -1.27 -0.77 0.54
H -2.36 3.38 1.37
H -1.72 1.73 1.36
H -0.45 2.75 3.04
H -0.30 4.29 2.18
H 1.83 3.12 2.14
H 3.43 2.31 0.70
H 4.33 0.91 1.30
H 4.51 1.14 -1.24
H 2.76 0.93 -1.32
H 4.18 -3.37 -0.85
H 6.31 -4.51 -0.67
H 8.41 -3.23 -0.34
H 6.17 0.40 -0.32
H 2.56 -2.40 -0.21
H 1.69 -0.97 -0.79
H 1.42 -1.20 1.67
H 3.20 -1.14 1.87
H 1.64 2.65 -0.61
H 1.90 4.24 0.13
H -0.42 4.82 -0.12
H -0.03 3.93 -1.61
H -3.71 1.73 -1.89
H -6.30 0.45 -2.33
H -6.62 1.10 -0.72
H -7.76 -0.96 -0.39
H -5.87 -2.10 -2.51
H -7.57 -1.67 -2.75
H -7.15 -3.03 -1.72
*
```

Computed, not measured: 7 unconnected molecules or ions with the total composition C14H40ClO10 in a non-equilibrium geometry, with ωB97M-V/def2-TZVPD.

Results
- Molecular weight: 403.92 g mol⁻¹
- HOMO: -7.09 eV
- E_LUMO: 3.00 eV
- Gap between HOMO and LUMO: 10.09 eV

```
! wB97M-V def2-TZVPD RIJCOSX def2/J DEFGRID3
* xyz -1 1
Cl -9.03 16.87 16.55
O -10.36 16.34 16.77
O -8.48 16.25 15.37
O -9.17 18.30 16.34
O -8.20 16.61 17.68
C -12.69 13.50 16.50
C -14.04 13.79 17.09
C -14.62 12.64 17.90
O -14.05 14.97 17.90
H -12.29 14.39 16.01
H -12.79 12.73 15.73
H -11.96 13.17 17.25
H -14.77 13.96 16.28
H -14.58 11.70 17.34
H -15.66 12.79 18.18
H -14.03 12.49 18.81
H -13.12 15.18 18.11
C -6.01 19.25 18.52
C -7.07 20.23 18.93
C -7.28 21.30 17.85
O -8.31 19.60 19.23
H -6.25 18.69 17.61
H -5.74 18.54 19.30
H -5.05 19.75 18.31
H -6.80 20.75 19.85
H -7.50 20.84 16.88
H -6.39 21.93 17.73
H -8.12 21.94 18.10
H -8.56 19.11 18.44
C -6.80 14.78 12.42
C -8.10 15.31 11.82
C -8.47 14.58 10.55
O -9.18 15.20 12.73
H -6.86 13.72 12.63
H -6.54 15.32 13.33
H -5.98 14.97 11.71
H -7.94 16.37 11.60
H -9.43 14.90 10.15
H -8.53 13.50 10.74
H -7.68 14.69 9.80
H -8.88 15.53 13.58
C -12.67 15.44 21.16
C -11.81 16.04 20.08
C -10.54 16.68 20.65
O -11.41 14.97 19.21
H -12.11 14.65 21.65
H -13.58 14.99 20.74
H -13.05 16.21 21.84
H -12.35 16.79 19.50
H -10.74 17.33 21.51
H -10.00 17.27 19.91
H -9.85 15.90 20.98
H -10.71 15.30 18.63
C -12.57 19.55 17.70
O -11.80 19.58 16.52
H -11.94 19.71 18.58
H -13.29 20.36 17.68
H -13.09 18.60 17.85
H -11.24 18.79 16.51
C -7.58 19.75 13.30
O -8.24 18.51 13.10
H -7.41 19.90 14.37
H -6.64 19.75 12.75
H -8.19 20.59 12.97
H -8.60 18.24 13.96
*
```

Computed, not measured: a molecular structure, C21H21EuN5O4 in a non-equilibrium geometry, with ωB97M-V/def2-TZVPD.

Results
- Molecular weight: 559.39 g mol⁻¹
- HOMO (alpha / beta): -10.70 / -10.71 eV
- E_LUMO (alpha / beta): -4.39 / -3.43 eV
- Gap between HOMO and LUMO (alpha / beta): 6.31 / 7.29 eV

```
! wB97M-V def2-TZVPD RIJCOSX def2/J DEFGRID3
* xyz 1 7
Eu -0.01 0.58 -0.07
O -4.09 1.36 -0.84
C -2.97 0.92 -0.84
O -2.03 1.17 0.08
C -2.50 0.03 -1.97
C -3.42 -0.42 -2.91
C -2.96 -1.18 -3.97
C -1.61 -1.45 -4.08
C -0.76 -0.97 -3.10
N -1.19 -0.25 -2.06
H -4.46 -0.15 -2.78
H -3.66 -1.54 -4.72
H -1.21 -2.02 -4.90
H 0.31 -1.15 -3.15
O 1.87 -0.77 -1.05
C 1.82 -2.23 -0.96
C 2.48 -2.72 0.30
C 1.92 -2.10 1.58
C 0.46 -2.37 1.80
C 0.04 -3.52 2.46
C -1.31 -3.73 2.69
C -2.22 -2.78 2.27
C -1.74 -1.67 1.61
N -0.44 -1.47 1.36
H 2.79 -0.48 -1.10
H 2.28 -2.65 -1.86
H 0.76 -2.47 -0.99
H 3.56 -2.54 0.25
H 2.36 -3.81 0.33
H 2.09 -1.02 1.58
H 2.48 -2.48 2.43
H 0.78 -4.22 2.81
H -1.64 -4.62 3.22
H -3.28 -2.88 2.46
H -2.42 -0.88 1.30
C -0.47 4.15 -0.17
C 0.24 3.60 -1.36
C 0.60 4.52 -2.47
O 0.54 2.40 -1.43
H -0.28 5.22 -0.06
H -0.19 3.64 0.75
H -1.54 4.02 -0.33
H -0.24 5.18 -2.69
H 0.92 3.97 -3.35
H 1.41 5.16 -2.11
N 1.23 1.45 1.61
C 1.75 1.76 2.61
C 2.41 2.12 3.75
C 3.84 2.14 3.69
N 4.99 2.12 3.60
C 1.66 2.41 4.93
N 1.04 2.61 5.88
*
```

Computed, not measured: 6 unconnected molecules or ions with the total composition C4H17NO5 in a non-equilibrium geometry, with ωB97M-V/def2-TZVPD.

Results
- Molecular weight: 159.18 g mol⁻¹
- HOMO: -8.56 eV
- E_LUMO: 0.33 eV
- SMILES: C=C/C=C/N.O.O.O.O.O
- Gap between HOMO and LUMO: 8.89 eV

```
! wB97M-V def2-TZVPD RIJCOSX def2/J DEFGRID3
* xyz 0 1
C -1.77 -1.24 -2.00
C -1.29 -1.69 -0.85
C -1.70 -1.05 0.43
C -1.24 -1.49 1.60
N -1.53 -0.99 2.90
H -1.25 -1.39 -2.93
H -2.66 -0.64 -2.16
H -0.43 -2.33 -0.71
H -2.41 -0.25 0.26
H -0.48 -2.27 1.56
H -2.51 -0.89 3.15
H -1.02 -0.13 3.01
O -0.74 1.96 1.02
H -1.47 2.53 1.31
H 0.04 2.35 1.45
O 1.48 -0.66 -2.23
H 2.16 -1.14 -1.74
H 2.04 -0.46 -3.00
O -0.01 2.87 -1.58
H -0.52 2.35 -2.20
H -0.18 2.47 -0.70
O 2.55 -0.86 0.13
H 1.60 -0.91 0.33
H 2.93 -1.07 1.00
O 2.68 1.90 0.96
H 2.23 1.58 0.16
H 3.50 1.42 0.82
*
```

Computed, not measured: 5 unconnected molecules or ions with the total composition C27H57N4O16S4 in a non-equilibrium geometry, with ωB97M-V/def2-TZVPD.

Results
- Molecular weight: 822.03 g mol⁻¹
- HOMO: -10.45 eV
- E_LUMO: -2.71 eV
- Gap between HOMO and LUMO: 7.74 eV

```
! wB97M-V def2-TZVPD RIJCOSX def2/J DEFGRID3
* xyz 1 1
C -3.37 3.64 3.45
C -2.47 3.82 2.42
C -1.06 4.16 2.71
O -0.75 5.23 3.21
O -0.11 3.25 2.42
C 0.77 2.99 3.52
C 2.04 3.86 3.50
C 3.34 3.04 3.45
C 3.54 2.12 4.68
C 4.51 2.70 5.73
C 3.83 3.37 6.92
N 2.74 2.55 7.46
C 1.73 3.08 8.12
N 0.71 2.36 8.60
C -0.11 3.25 9.16
N 0.40 4.46 9.07
C -0.34 5.63 9.61
C 0.43 6.94 9.49
O 0.97 7.18 8.18
C 0.03 7.05 7.18
C 0.60 6.54 5.88
O -1.13 7.34 7.31
N 1.58 4.40 8.42
H -3.78 2.67 3.72
H -3.72 4.49 4.05
H -2.81 3.77 1.38
H 0.27 3.13 4.48
H 1.09 1.95 3.45
H 2.01 4.50 2.62
H 2.08 4.49 4.39
H 3.31 2.43 2.55
H 4.20 3.70 3.32
H 2.58 1.83 5.09
H 4.00 1.21 4.29
H 5.15 1.89 6.10
H 5.20 3.38 5.22
H 4.53 3.69 7.69
H 3.35 4.28 6.54
H 2.77 1.56 7.31
H -1.05 2.99 9.62
H -0.48 5.45 10.68
H -1.33 5.68 9.18
H -0.27 7.74 9.72
H 1.19 6.98 10.26
H 1.09 5.58 6.01
H -0.16 6.50 5.11
H 1.39 7.23 5.57
H 2.16 5.20 8.23
O 3.64 -0.07 1.55
S 2.40 -0.61 1.10
O 1.65 -1.51 1.92
O 2.62 -1.26 -0.33
C 3.65 -2.26 -0.48
C 3.25 -3.60 0.11
C 1.35 0.70 0.59
H 4.58 -1.90 -0.05
H 3.81 -2.37 -1.55
H 3.15 -3.54 1.19
H 4.00 -4.35 -0.12
H 2.29 -3.92 -0.29
H 1.91 1.38 -0.06
H 1.03 1.22 1.49
H 0.49 0.29 0.07
O -1.37 -6.05 -2.54
S -0.93 -4.69 -2.50
O -0.13 -4.21 -1.41
O -2.20 -3.73 -2.67
C -3.30 -3.91 -1.77
C -3.01 -3.35 -0.39
C -0.14 -4.28 -4.01
H -3.58 -4.96 -1.72
H -4.14 -3.37 -2.21
H -2.23 -3.92 0.11
H -3.91 -3.40 0.23
H -2.68 -2.32 -0.46
H -0.76 -4.62 -4.84
H 0.82 -4.80 -4.03
H 0.02 -3.20 -4.05
O -0.93 -1.45 -5.97
S -1.95 -1.88 -6.88
O -1.62 -2.50 -8.12
O -2.95 -0.66 -7.15
C -2.39 0.58 -7.63
C -1.99 0.51 -9.09
C -3.10 -2.91 -6.03
H -1.54 0.87 -7.00
H -3.17 1.33 -7.49
H -1.16 -0.17 -9.25
H -1.68 1.50 -9.44
H -2.83 0.16 -9.70
H -3.38 -2.43 -5.10
H -2.60 -3.85 -5.83
H -3.96 -3.07 -6.67
O -3.86 -7.47 -10.06
S -2.63 -7.63 -9.35
O -2.40 -6.93 -8.13
O -1.43 -7.34 -10.35
C -1.42 -6.09 -11.06
C -1.02 -4.93 -10.17
C -2.31 -9.34 -9.10
H -2.39 -5.92 -11.53
H -0.69 -6.20 -11.87
H -1.77 -4.75 -9.41
H -0.91 -4.02 -10.76
H -0.08 -5.14 -9.66
H -2.46 -9.87 -10.04
H -3.02 -9.69 -8.35
H -1.29 -9.45 -8.74
*
```

Computed, not measured: 11 unconnected molecules or ions with the total composition C26H79N17O11 in a non-equilibrium geometry, with ωB97M-V/def2-TZVPD.

Results
- Molecular weight: 806.03 g mol⁻¹
- HOMO: -8.61 eV
- E_LUMO: 0.04 eV
- SMILES: COC[C@H](C)N.COC[C@H](C)N.COC[C@H](C)N.COC[C@H](C)N.COC[C@H](C)N.NC(N)=O.NC(N)=O.NC(N)=O.NC(N)=O.NC(N)=O.NC(N)=O
- Gap between HOMO and LUMO: 8.64 eV

```
! wB97M-V def2-TZVPD RIJCOSX def2/J DEFGRID3
* xyz 0 1
C 10.46 -0.74 1.95
O 10.24 0.62 2.25
C 10.86 1.01 3.50
C 10.06 2.22 3.91
C 10.34 3.42 3.02
N 10.29 2.51 5.36
H 10.08 -1.34 2.77
H 11.50 -1.04 1.75
H 9.84 -1.03 1.10
H 10.76 0.18 4.21
H 11.92 1.10 3.24
H 9.00 1.97 3.84
H 10.43 3.17 1.97
H 11.38 3.75 3.21
H 9.74 4.32 3.18
H 9.91 1.66 5.77
H 9.69 3.28 5.62
C 15.28 6.73 3.45
O 14.41 6.09 4.35
C 13.03 6.04 3.97
C 12.20 5.78 5.21
C 12.42 6.84 6.31
N 12.44 4.45 5.76
H 15.08 7.81 3.45
H 15.09 6.33 2.44
H 16.31 6.54 3.74
H 12.83 7.01 3.50
H 13.02 5.30 3.16
H 11.20 5.82 4.75
H 11.55 6.74 6.96
H 12.45 7.81 5.81
H 13.31 6.68 6.92
H 13.39 4.18 5.53
H 11.81 3.71 5.44
C 9.90 4.62 7.76
O 8.67 4.18 8.31
C 8.87 3.56 9.58
C 7.61 2.99 10.22
C 7.70 2.35 11.57
N 6.90 2.12 9.28
H 10.72 3.91 7.89
H 10.24 5.47 8.38
H 9.82 4.86 6.71
H 9.52 2.67 9.53
H 9.41 4.32 10.15
H 6.91 3.85 10.27
H 6.67 2.31 11.93
H 8.31 3.06 12.14
H 8.02 1.32 11.66
H 6.00 1.76 9.57
H 6.71 2.52 8.37
C 12.43 10.62 7.61
O 11.18 10.23 7.17
C 10.19 9.86 8.12
C 9.15 8.92 7.55
C 8.75 9.45 6.18
N 7.99 8.78 8.46
H 12.87 10.23 8.55
H 12.40 11.69 7.90
H 13.21 10.40 6.89
H 10.62 9.40 9.02
H 9.80 10.83 8.45
H 9.61 7.94 7.41
H 7.80 9.12 5.75
H 9.63 9.29 5.55
H 8.62 10.54 6.18
H 7.26 8.36 7.89
H 7.74 9.76 8.58
C 5.62 3.62 2.38
O 5.08 3.87 1.09
C 3.68 4.07 1.10
C 3.22 5.25 1.99
C 3.06 4.96 3.48
N 1.86 5.59 1.47
H 6.66 3.37 2.16
H 5.08 2.87 2.96
H 5.68 4.53 2.99
H 3.33 4.17 0.07
H 3.09 3.19 1.40
H 3.93 6.07 1.78
H 3.99 5.02 4.06
H 2.69 3.94 3.47
H 2.41 5.66 4.00
H 1.67 6.54 1.78
H 1.98 5.71 0.47
N 1.96 8.67 4.78
C 3.25 9.04 4.56
N 3.66 8.98 3.27
O 4.00 9.31 5.51
H 1.64 8.67 5.73
H 1.42 8.51 3.95
H 4.67 8.94 3.23
H 3.01 8.84 2.53
N 6.96 3.12 6.27
C 6.29 2.18 5.57
N 4.98 2.58 5.47
O 6.69 1.03 5.34
H 7.93 3.02 6.47
H 6.49 3.98 6.52
H 4.30 1.94 5.09
H 4.73 3.50 5.78
N 6.67 7.18 3.34
C 7.96 7.09 3.73
N 8.20 6.36 4.84
O 8.91 7.52 3.06
H 5.90 6.84 3.89
H 6.47 7.38 2.37
H 9.17 6.09 4.90
H 7.47 5.90 5.37
N 5.70 9.81 -0.74
C 5.13 8.77 -0.03
N 4.02 8.26 -0.62
O 5.46 8.58 1.14
H 6.41 10.33 -0.27
H 5.67 9.80 -1.74
H 4.00 8.41 -1.62
H 3.71 7.34 -0.35
N 5.75 5.74 8.62
C 5.62 6.34 7.43
N 5.01 7.57 7.46
O 5.98 5.79 6.37
H 5.39 6.30 9.37
H 6.52 5.08 8.73
H 4.60 7.88 8.32
H 4.86 8.08 6.59
N 8.71 8.56 0.51
C 9.96 8.72 -0.02
N 10.95 8.29 0.80
O 10.18 9.33 -1.08
H 8.66 8.21 1.47
H 7.92 8.87 -0.01
H 11.91 8.27 0.51
H 10.72 8.04 1.74
*
```

Q: molecular weight of number 6 (C4H17NO5)?
A: 159.18 g mol⁻¹

Q: The highest molecular weight belongs to which entry?
A: C27H57N4O16S4

Q: Which value of molecular weight does entry 3 give?
A: 578.66 g mol⁻¹